Entry 1:
Entry from the OMol25 dataset: 6 unconnected molecules or ions with the total composition C31H50O11P2 at a distorted geometry (ωB97M-V/def2-TZVPD).

Properties
Energy above the lowest of the compared OMol25 structures with the same formula, charge and spin: 0.0 kcal per mole
HOMO-LUMO gap: 0.28139 Ha
LUMO: -1.126 eV
HOMO level: -0.3228 Eh
SMILES string: O=C1OC(=O)C(PP(=O)(O)O)=C1Cc1ccccc1.C1CCOC1.C1CCOC1.C1CCOC1.C1CCOC1.C1CCOC1

Element x y z (Å)
O 2.391 -1.572 3.165
C 1.769 -1.670 2.167
O 0.974 -0.684 1.658
C 0.568 -1.065 0.387
O 0.046 -0.311 -0.349
C 0.958 -2.478 0.193
P 0.503 -3.533 -1.208
P -0.544 -5.173 -0.216
O 0.225 -6.427 -0.278
O -1.987 -5.307 -0.879
O -0.845 -4.774 1.289
C 1.713 -2.838 1.233
C 2.430 -4.091 1.546
C 3.705 -4.286 0.748
C 4.260 -3.320 -0.083
C 5.420 -3.592 -0.807
C 6.037 -4.829 -0.701
C 5.497 -5.799 0.138
C 4.339 -5.525 0.854
H 1.677 -4.198 -1.599
H -1.890 -5.271 -1.841
H -0.708 -5.550 1.848
H 2.628 -4.097 2.615
H 1.795 -4.946 1.339
H 3.795 -2.350 -0.177
H 5.843 -2.848 -1.463
H 6.938 -5.068 -1.242
H 5.968 -6.764 0.227
H 3.907 -6.271 1.504
C -1.204 3.554 -3.810
C -1.022 3.368 -2.308
C -0.004 2.236 -2.260
O 0.812 2.372 -3.432
C 0.207 3.311 -4.326
H -1.592 4.528 -4.083
H -1.885 2.793 -4.202
H -0.602 4.270 -1.863
H -1.944 3.128 -1.780
H -0.493 1.259 -2.293
H 0.630 2.272 -1.374
H 0.798 4.235 -4.309
H 0.229 2.907 -5.340
C -3.695 0.723 0.152
C -5.219 0.766 0.245
C -5.603 1.154 -1.177
O -4.598 0.606 -2.031
C -3.490 0.158 -1.246
H -3.224 0.119 0.925
H -3.286 1.734 0.213
H -5.607 -0.226 0.483
H -5.595 1.466 0.989
H -5.611 2.243 -1.303
H -6.578 0.765 -1.475
H -3.493 -0.938 -1.236
H -2.561 0.496 -1.706
C -0.384 -8.798 5.295
C 0.877 -9.309 4.603
C 1.010 -8.327 3.451
O 0.459 -7.081 3.897
C -0.247 -7.291 5.128
H -0.468 -9.101 6.337
H -1.270 -9.153 4.763
H 1.735 -9.223 5.273
H 0.808 -10.344 4.271
H 0.432 -8.658 2.582
H 2.044 -8.174 3.141
H 0.338 -6.850 5.942
H -1.210 -6.782 5.081
C 2.335 6.226 1.329
C 3.052 6.207 -0.019
C 2.057 5.452 -0.888
O 0.758 5.755 -0.367
C 0.884 6.398 0.903
H 2.675 7.015 1.997
H 2.468 5.268 1.836
H 3.179 7.228 -0.389
H 4.031 5.732 0.010
H 2.212 4.370 -0.826
H 2.099 5.745 -1.938
H 0.629 7.457 0.785
H 0.179 5.948 1.603
C -3.143 7.782 -1.143
C -2.082 8.310 -2.105
C -1.454 7.017 -2.606
O -2.490 6.027 -2.586
C -3.616 6.526 -1.863
H -3.951 8.487 -0.949
H -2.683 7.518 -0.188
H -2.559 8.845 -2.930
H -1.358 8.977 -1.640
H -0.648 6.680 -1.948
H -1.061 7.105 -3.622
H -4.417 6.753 -2.575
H -3.970 5.754 -1.178

Atom charges from the Mulliken analysis, given in e for atoms 1 to 8:
1. O -0.53
2. C 0.07
3. O -0.32
4. C 0.40
5. O -0.38
6. C 0.43
7. P -0.31
8. P 0.83

***

Entry 2:
Entry from the OMol25 dataset: 6 unconnected molecules or ions with the total composition C31H51Br2O15PS (ωB97M-V/def2-TZVPD).

Properties
HOMO-LUMO gap: 0.31871 Ha
LUMO: 0.226 eV
HOMO level: -0.3104 Eh
SMILES string: CCCCCCCCCCP(CCCS)/C(Br)=C(\C)Br.O=C1OCCO1.O=C1OCCO1.O=C1OCCO1.O=C1OCCO1.O=C1OCCO1

Element x y z (Å)
C 0.047 2.015 0.277
C -0.841 1.244 -0.705
C -0.032 0.528 -1.803
C -0.418 -0.923 -2.063
C -0.077 -1.898 -0.915
C -1.228 -2.087 0.099
C -1.756 -3.525 0.173
C -2.865 -3.622 1.233
C -3.867 -4.743 0.988
C -4.746 -5.012 2.220
P -5.913 -3.681 2.760
C -6.536 -3.081 1.146
C -7.649 -3.999 0.610
C -8.540 -3.247 -0.388
S -9.907 -2.344 0.395
C -4.882 -2.289 3.382
Br -4.855 -0.667 2.357
C -4.208 -2.355 4.538
C -4.239 -3.527 5.477
Br -3.165 -0.915 5.206
H 0.743 1.340 0.776
H 0.598 2.786 -0.259
H -0.565 2.473 1.057
H -1.478 0.570 -0.135
H -1.512 1.969 -1.170
H -0.189 1.077 -2.732
H 1.032 0.632 -1.583
H -1.475 -0.996 -2.330
H 0.132 -1.252 -2.951
H 0.190 -2.858 -1.358
H 0.780 -1.488 -0.381
H -2.074 -1.476 -0.214
H -0.913 -1.782 1.097
H -2.208 -3.764 -0.792
H -0.953 -4.219 0.416
H -2.426 -3.729 2.228
H -3.391 -2.665 1.232
H -3.301 -5.660 0.795
H -4.463 -4.556 0.097
H -5.396 -5.865 2.009
H -4.093 -5.326 3.030
H -5.736 -2.972 0.412
H -6.952 -2.083 1.269
H -8.276 -4.271 1.461
H -7.236 -4.896 0.151
H -7.947 -2.513 -0.934
H -8.976 -3.911 -1.128
H -9.189 -1.623 1.265
H -3.245 -3.672 5.896
H -4.571 -4.439 5.000
H -4.901 -3.291 6.311
C 4.826 2.450 -1.626
C 4.460 3.652 -0.785
O 3.310 4.168 -1.486
C 2.760 3.156 -2.182
O 1.688 3.197 -2.704
O 3.563 2.079 -2.196
H 5.228 1.624 -1.050
H 5.513 2.692 -2.441
H 4.156 3.371 0.215
H 5.243 4.401 -0.727
C 1.864 6.527 -4.408
C 1.768 7.618 -3.363
O 3.143 7.874 -3.062
C 3.892 7.484 -4.122
O 5.047 7.713 -4.253
O 3.135 6.799 -5.012
H 1.074 6.571 -5.154
H 1.888 5.529 -3.967
H 1.318 8.534 -3.753
H 1.237 7.309 -2.467
C 4.912 -2.004 0.879
C 4.223 -1.908 2.223
O 3.896 -0.513 2.302
C 3.840 -0.029 1.045
O 3.424 1.044 0.745
O 4.305 -0.923 0.148
H 4.742 -2.947 0.380
H 5.986 -1.823 0.943
H 3.296 -2.483 2.259
H 4.856 -2.195 3.057
C 2.481 6.460 3.300
C 2.113 5.194 2.552
O 3.240 5.019 1.688
C 4.303 5.657 2.235
O 5.420 5.556 1.850
O 3.911 6.418 3.282
H 2.118 6.479 4.324
H 2.150 7.362 2.782
H 2.037 4.325 3.207
H 1.203 5.283 1.966
C 3.255 -3.804 -3.852
C 2.956 -2.681 -2.880
O 3.775 -3.030 -1.756
C 4.789 -3.812 -2.197
O 5.727 -4.126 -1.541
O 4.585 -4.184 -3.478
H 3.231 -3.495 -4.893
H 2.596 -4.663 -3.715
H 3.272 -1.705 -3.250
H 1.913 -2.630 -2.583

Atom charges from the Mulliken analysis, given in e for atoms 1 to 8:
1. C -0.94
2. C -0.19
3. C -0.09
4. C -1.31
5. C 0.01
6. C -0.78
7. C -1.10
8. C 0.62

***

Entry 3:
Entry from the OMol25 dataset: 4 unconnected molecules or ions with the total composition C31H51F3N2O4S at a distorted geometry (ωB97M-V/def2-TZVPD).

Properties
HOMO-LUMO gap: 0.27149 Ha
LUMO: -1.489 eV
HOMO level: -0.3262 Eh
SMILES string: COCCCCCCCCCCCc1ccc2nsnc2c1C(F)(F)F.C1CCOC1.C1CCOC1.C1CCOC1

Element x y z (Å)
C -3.236 0.625 3.629
O -3.030 1.228 2.306
C -1.695 0.789 1.873
C -1.293 1.463 0.456
C -0.086 0.639 -0.211
C 1.392 1.140 0.285
C 2.333 -0.163 0.277
C 3.582 -0.113 1.287
C 3.214 0.211 2.818
C 1.829 -0.417 3.330
C 1.929 -2.003 3.696
C 0.523 -2.724 3.385
C 0.690 -4.208 2.719
C 0.242 -4.026 1.169
C 1.363 -4.089 0.049
C 1.029 -3.881 -1.440
C -0.461 -3.591 -1.894
N -0.919 -3.337 -3.234
S -2.635 -3.121 -3.115
N -2.800 -3.309 -1.416
C -1.556 -3.581 -0.745
C -1.270 -3.792 0.804
C -2.446 -3.761 1.872
F -2.430 -2.642 2.747
F -3.752 -3.761 1.267
F -2.381 -4.948 2.672
H -2.258 0.481 4.204
H -3.923 1.282 4.281
H -3.759 -0.386 3.523
H -0.881 1.057 2.632
H -1.790 -0.361 1.744
H -1.129 2.601 0.519
H -2.217 1.298 -0.227
H -0.101 0.653 -1.355
H -0.242 -0.469 0.095
H 1.279 1.570 1.352
H 1.754 1.986 -0.409
H 2.778 -0.233 -0.793
H 1.773 -1.145 0.448
H 4.347 0.662 0.932
H 4.082 -1.157 1.253
H 3.181 1.345 2.963
H 4.086 -0.191 3.465
H 0.950 -0.174 2.637
H 1.586 0.113 4.334
H 2.087 -2.056 4.841
H 2.810 -2.499 3.150
H -0.168 -2.835 4.291
H -0.056 -2.063 2.630
H 1.780 -4.547 2.809
H 0.014 -4.978 3.242
H 2.454 -4.286 0.321
H 1.865 -3.904 -2.235
C 2.965 -8.348 -4.378
C 1.763 -7.508 -4.745
C 1.485 -6.774 -3.448
O 2.746 -6.609 -2.785
C 3.724 -7.425 -3.446
H 3.558 -8.666 -5.238
H 2.642 -9.243 -3.837
H 2.035 -6.792 -5.528
H 0.909 -8.090 -5.096
H 0.835 -7.361 -2.790
H 1.024 -5.797 -3.610
H 4.393 -6.760 -4.003
H 4.312 -7.968 -2.703
C 1.872 6.012 -0.256
C 0.478 6.440 -0.655
C -0.268 5.122 -0.659
O 0.356 4.287 0.329
C 1.589 4.899 0.733
H 2.474 6.817 0.170
H 2.401 5.613 -1.128
H 0.060 7.103 0.110
H 0.434 6.957 -1.615
H -0.179 4.617 -1.627
H -1.328 5.239 -0.423
H 1.450 5.294 1.746
H 2.382 4.148 0.757
C -4.319 6.956 -2.605
C -5.015 7.025 -1.265
C -3.846 7.121 -0.306
O -2.792 7.801 -1.002
C -3.135 7.880 -2.392
H -4.949 7.257 -3.444
H -3.968 5.935 -2.789
H -5.621 7.936 -1.208
H -5.664 6.171 -1.062
H -3.477 6.128 -0.028
H -4.095 7.668 0.607
H -3.399 8.920 -2.614
H -2.272 7.602 -3.001

Atom charges from the Mulliken analysis, given in e for atoms 1 to 8:
1. C -0.50
2. O -0.46
3. C 0.25
4. C -0.55
5. C 0.08
6. C -0.37
7. C 0.06
8. C -0.82

***

no.,energy (eV)
1,-74058.3415
2,-223896.0159
3,-63122.8600